7 unconnected molecules or ions with the total composition C32H75ClO24S7, computed with wB97M-V/def2-TZVPD.

Results
Electronic energy ... -171904.10291 eV
E_LUMO ... 0.251 eV
Orbital gap ... 0.38187 Eh

```
! wB97M-V def2-TZVPD RIJCOSX def2/J DEFGRID3
* xyz 0 1
C -1.394 -1.720 0.774
O -1.841 -1.805 -0.584
C -2.898 -0.868 -0.740
C -2.989 -0.319 -2.228
C -4.402 -0.311 -2.877
C -5.509 0.612 -2.279
C -5.242 1.285 -0.893
C -5.981 1.759 -3.280
O -2.385 -1.478 -2.924
S -1.751 -1.082 -4.382
O -0.580 -1.891 -4.770
O -2.656 -1.135 -5.551
O -1.506 0.502 -3.984
C -1.942 0.811 -2.620
C -2.656 2.193 -2.904
C -1.701 3.320 -3.393
C -2.494 4.680 -3.195
O -1.444 3.242 -4.797
C -0.602 0.874 -1.809
C 0.706 0.542 -2.589
C 1.829 0.338 -1.469
Cl 1.295 1.919 -3.634
H -0.752 -0.817 0.878
H -0.784 -2.603 1.038
H -2.247 -1.617 1.480
H -3.870 -1.352 -0.508
H -2.796 -0.005 -0.044
H -4.316 -0.096 -3.965
H -4.768 -1.360 -2.832
H -6.422 -0.010 -2.148
H -5.784 2.249 -0.813
H -4.184 1.421 -0.610
H -5.694 0.639 -0.103
H -5.532 2.703 -2.895
H -5.589 1.623 -4.304
H -7.074 1.913 -3.248
H -3.191 2.580 -2.022
H -3.325 1.979 -3.763
H -0.775 3.443 -2.805
H -1.754 5.505 -3.220
H -3.007 4.724 -2.213
H -3.213 4.857 -4.021
H -1.502 4.126 -5.155
H -0.465 1.903 -1.403
H -0.586 0.221 -0.912
H 0.682 -0.418 -3.133
H 1.439 0.550 -0.452
H 2.265 -0.682 -1.520
H 2.694 1.031 -1.619
C -3.845 -8.208 -4.655
C -2.437 -7.681 -4.860
O -2.308 -6.317 -4.441
S -2.215 -6.011 -2.863
C -1.704 -4.328 -2.980
O -1.148 -6.793 -2.301
O -3.542 -6.039 -2.310
H -4.087 -8.283 -3.594
H -3.950 -9.201 -5.096
H -4.577 -7.538 -5.108
H -1.701 -8.307 -4.349
H -2.195 -7.699 -5.923
H -0.720 -4.290 -3.439
H -1.665 -3.921 -1.970
H -2.433 -3.782 -3.571
C 8.044 1.709 0.634
C 7.399 3.060 0.882
O 6.742 3.563 -0.292
S 5.321 2.934 -0.699
C 4.868 4.154 -1.893
O 4.426 3.034 0.427
O 5.538 1.689 -1.379
H 7.292 0.939 0.457
H 8.641 1.408 1.496
H 8.684 1.745 -0.249
H 6.702 3.017 1.722
H 8.171 3.785 1.140
H 4.741 5.110 -1.389
H 3.929 3.837 -2.346
H 5.649 4.210 -2.648
C -0.928 7.548 1.112
C -0.025 7.214 2.286
O 0.467 5.870 2.218
S 1.659 5.546 1.181
C 2.080 3.950 1.799
O 2.744 6.456 1.431
O 1.096 5.400 -0.134
H -0.368 7.567 0.177
H -1.389 8.527 1.250
H -1.712 6.797 1.005
H 0.805 7.920 2.359
H -0.594 7.287 3.212
H 2.468 4.052 2.810
H 2.849 3.536 1.135
H 1.190 3.323 1.783
C -8.649 -1.436 2.886
C -8.898 -2.892 2.541
O -8.150 -3.307 1.390
S -6.577 -3.596 1.566
C -6.324 -4.402 0.019
O -6.394 -4.556 2.620
O -5.870 -2.343 1.551
H -7.624 -1.280 3.224
H -9.320 -1.112 3.683
H -8.802 -0.802 2.012
H -8.679 -3.544 3.391
H -9.949 -3.031 2.291
H -6.889 -5.331 0.006
H -5.258 -4.610 -0.075
H -6.646 -3.738 -0.781
C 1.076 -7.356 3.681
C 0.470 -6.037 3.238
O -0.962 -6.071 3.257
S -1.710 -5.959 4.679
C -3.334 -5.669 4.050
O -1.244 -4.779 5.354
O -1.683 -7.245 5.318
H 0.876 -7.547 4.736
H 2.157 -7.348 3.538
H 0.648 -8.185 3.115
H 0.839 -5.208 3.847
H 0.760 -5.835 2.207
H -3.345 -4.715 3.530
H -4.018 -5.643 4.896
H -3.602 -6.482 3.380
C 12.926 2.505 3.002
C 13.090 3.284 4.293
O 12.224 4.426 4.345
S 10.665 4.185 4.663
C 10.241 5.872 4.974
O 10.549 3.438 5.883
O 10.007 3.760 3.459
H 11.943 2.036 2.946
H 13.679 1.719 2.931
H 13.019 3.166 2.139
H 12.928 2.645 5.164
H 14.108 3.667 4.359
H 10.770 6.210 5.861
H 9.166 5.915 5.135
H 10.513 6.468 4.105
*
```

=====

A molecular structure, C19H12Cl4CsN4O2, computed with wB97M-V/def2-TZVPD.

Results
Electronic energy ... -80593.65111 eV
E_LUMO ... 1.764 eV
Orbital gap ... 0.21412 Eh

```
! wB97M-V def2-TZVPD RIJCOSX def2/J DEFGRID3
* xyz -1 1
Cs 0.758 1.267 -1.867
Cl -1.136 2.525 5.422
C -1.265 2.351 3.695
C -0.283 1.646 3.018
C -0.313 1.442 1.633
N 0.672 0.709 0.969
C 1.899 0.645 1.466
O 2.400 1.103 2.509
C 2.926 -0.195 0.677
C 3.675 -1.114 1.422
C 4.668 -1.838 0.803
C 4.928 -1.614 -0.542
C 4.164 -0.673 -1.207
N 3.192 0.011 -0.608
C -1.442 1.982 0.920
C -2.379 2.728 1.629
C -2.315 2.911 3.000
Cl -3.554 3.839 3.793
N -1.588 1.940 -0.473
C -2.014 0.877 -1.104
O -1.929 0.768 -2.351
C -2.370 -0.387 -0.346
C -3.307 -0.437 0.678
C -3.562 -1.650 1.296
C -2.858 -2.768 0.878
C -1.930 -2.613 -0.142
N -1.691 -1.463 -0.758
H 0.548 1.250 3.578
H 3.456 -1.215 2.475
H 5.246 -2.566 1.361
H 5.708 -2.156 -1.063
H 4.343 -0.453 -2.255
H -3.194 3.170 1.072
H -3.807 0.469 0.985
H -4.290 -1.716 2.095
H -3.008 -3.741 1.327
H -1.355 -3.468 -0.486
Cl 0.570 -0.311 -5.050
C 0.282 -0.220 -6.789
Cl -1.014 -1.313 -7.303
H 1.184 -0.512 -7.315
H -0.016 0.791 -7.043
*
```

=====

A single C3H7N3 molecule, computed with wB97M-V/def2-TZVPD.

Results
Electronic energy ... -7689.50986 eV
Relative energy (zero: lowest compared OMol25 entry of this formula, charge and spin) ... 119.2 kcal/mol
E_LUMO ... 0.896 eV
Orbital gap ... 0.31951 Eh

```
! wB97M-V def2-TZVPD RIJCOSX def2/J DEFGRID3
* xyz 0 1
H 2.370 -0.859 -1.010
N 1.749 -1.303 -0.338
C 0.907 -0.683 0.282
C 0.103 0.336 0.926
C 0.198 1.454 -0.306
N -0.781 -0.739 0.926
N -1.569 -1.028 -0.236
H 0.427 0.709 1.891
H 1.197 1.626 -0.708
H -0.486 1.155 -1.096
H -0.186 2.355 0.165
H -1.382 -1.984 -0.536
H -2.547 -1.039 0.041
*
```

=====

2 unconnected molecules or ions with the total composition C2H4ClNS, computed with wB97M-V/def2-TZVPD.

Results
Electronic energy ... -26981.56970 eV
Relative energy (zero: lowest compared OMol25 entry of this formula, charge and spin) ... 116.6 kcal/mol
E_LUMO (alpha / beta) ... -1.110 / -1.109 eV
Orbital gap (alpha / beta) ... 0.26528 / 0.26542 Eh

```
! wB97M-V def2-TZVPD RIJCOSX def2/J DEFGRID3
* xyz 0 1
C 1.666 0.113 0.132
C -1.066 0.187 -0.364
N -0.388 0.345 0.869
S 1.882 -1.173 -0.724
Cl -0.643 -0.876 2.043
H 2.132 1.054 0.070
H -0.613 -0.671 -0.941
H -2.156 -0.165 -0.109
H -0.815 1.185 -0.977
*
```